The following is a DFT calculation (ωB97M-V/def2-TZVPD) of C26H22F4MnN14O2 as an isolated structure at a distorted geometry.

The geometry in XYZ format:
```
69
Properties=species:S:1:pos:R:3
Mn -0.980 0.110 -0.862
N 2.330 0.993 -1.713
C 2.656 -0.380 -2.068
C 3.500 -1.017 -0.954
C 3.951 -2.468 -1.131
C 4.934 -2.765 -2.257
N 4.275 -2.749 -3.567
C 4.892 -2.629 -4.734
N 4.176 -2.603 -5.863
N 6.214 -2.481 -4.798
C 1.422 -1.229 -2.295
O 1.433 -2.218 -2.985
O 0.278 -0.872 -1.687
H 2.343 1.619 -2.505
H 2.913 1.356 -0.972
H 3.186 -0.431 -3.021
H 2.926 -0.955 -0.025
H 4.383 -0.385 -0.824
H 3.085 -3.127 -1.238
H 4.454 -2.760 -0.209
H 5.364 -3.752 -2.078
H 5.746 -2.034 -2.254
H 3.273 -2.905 -3.572
H 3.188 -2.793 -5.845
H 4.627 -2.617 -6.762
H 6.793 -2.609 -3.987
H 6.683 -2.396 -5.684
N -1.378 3.438 -0.748
C -2.525 2.765 -0.866
N -3.651 3.439 -0.793
C -4.782 2.747 -0.952
N -5.930 3.381 -0.864
N -4.843 1.397 -1.209
C -3.704 0.805 -1.237
N -2.478 1.400 -1.056
C -3.642 -0.653 -1.493
C -4.744 -1.439 -1.702
C -4.548 -2.799 -1.932
C -3.259 -3.308 -1.955
C -2.191 -2.458 -1.738
N -2.386 -1.152 -1.505
H -1.433 4.443 -0.677
H -0.483 3.011 -0.908
H -5.946 4.374 -0.687
H -6.794 2.889 -1.028
H -5.726 -0.988 -1.688
H -5.397 -3.449 -2.101
H -3.072 -4.356 -2.146
H -1.166 -2.798 -1.775
F 1.748 2.186 5.401
C 0.462 1.899 5.295
C -0.312 1.950 6.399
F 0.242 2.275 7.537
C -1.740 1.680 6.362
C -2.243 1.241 5.072
C -1.443 1.162 3.994
F -1.961 0.721 2.833
C -0.063 1.534 4.012
C 0.722 1.558 2.867
C 0.233 1.208 1.596
N 0.009 1.007 0.477
C 2.112 1.918 2.817
N 3.224 2.159 2.657
F -3.507 0.909 4.942
C -2.545 1.844 7.448
C -3.964 1.632 7.404
N -5.105 1.498 7.371
C -2.072 2.307 8.719
N -1.761 2.717 9.747
```

Electronic energy ... -3470.67004 Ha
Charge ... +3
Spin multiplicity ... 5
HOMO-LUMO gap (alpha / beta) ... 0.223 / 0.225 Ha
<S²> ... 6.07
Energy relative to the best compared isomer or geometry (same formula, charge and spin) ... 26.90 kJ/mol
HOMO level (alpha / beta) ... -16.142 / -16.274 eV

Löwdin population analysis, charges in e, atoms 1 to 8: Mn 1.109; N 0.065; C -0.309; C -0.130; C -0.159; C -0.143; N 0.093; C -0.423